Entry 1:
{"formula": "C29H28BF4IrN6OTe", "method": "the ωB97M-V functional and the def2-TZVPD basis", "symbols": ["Ir", "N", "C", "N", "C", "N", "C", "C", "N", "C", "C", "N", "H", "H", "H", "H", "H", "C", "C", "C", "C", "C", "C", "Te", "N", "C", "O", "C", "C", "C", "C", "C", "C", "C", "C", "C", "C", "C", "C", "C", "C", "C", "C", "H", "H", "H", "H", "H", "H", "H", "H", "H", "H", "H", "H", "H", "H", "H", "H", "H", "H", "H", "H", "H", "H", "H", "F", "B", "F", "F", "F"], "positions_angstrom": [[1.985, 1.015, 1.552], [6.186, 1.514, 1.555], [5.211, 0.604, 1.574], [4.061, 1.252, 1.552], [4.415, 2.576, 1.516], [5.706, 2.768, 1.516], [3.345, 3.555, 1.474], [3.525, 4.929, 1.566], [2.510, 5.773, 1.552], [1.290, 5.255, 1.442], [1.082, 3.893, 1.343], [2.102, 3.031, 1.354], [7.182, 1.360, 1.571], [5.347, -0.463, 1.609], [4.529, 5.328, 1.658], [0.460, 5.949, 1.435], [0.089, 3.480, 1.241], [-3.032, -1.854, -6.324], [-2.492, -1.375, -5.006], [-1.457, -0.447, -4.948], [-0.952, 0.009, -3.739], [0.154, 1.037, -3.740], [-1.483, -0.523, -2.555], [-0.521, 0.118, -0.703], [0.083, 0.908, 1.491], [-0.431, 1.314, 2.695], [0.427, 1.662, 3.529], [-1.875, 1.367, 3.008], [-2.867, 0.857, 2.174], [-4.203, 0.962, 2.521], [-4.558, 1.580, 3.712], [-3.578, 2.087, 4.554], [-2.243, 1.981, 4.208], [-0.181, -1.858, -0.067], [-0.885, -2.349, 1.027], [-0.746, -3.675, 1.392], [0.094, -4.500, 0.660], [0.817, -3.990, -0.406], [0.713, -2.655, -0.785], [1.563, -2.124, -1.907], [-2.571, -1.405, -2.577], [-3.280, -1.902, -1.346], [-3.040, -1.831, -3.815], [-2.496, -1.409, -7.159], [-4.089, -1.601, -6.418], [-2.949, -2.939, -6.400], [-1.034, -0.065, -5.870], [0.414, 1.317, -4.758], [1.056, 0.657, -3.255], [-0.158, 1.942, -3.214], [-2.600, 0.363, 1.249], [-4.966, 0.563, 1.867], [-5.602, 1.661, 3.986], [-3.856, 2.567, 5.483], [-1.464, 2.367, 4.851], [-1.544, -1.701, 1.593], [-1.284, -4.061, 2.248], [0.208, -5.539, 0.938], [1.501, -4.631, -0.948], [2.418, -2.777, -2.072], [1.952, -1.132, -1.665], [0.996, -2.060, -2.839], [-3.061, -1.288, -0.474], [-2.995, -2.930, -1.117], [-4.358, -1.882, -1.506], [-3.874, -2.524, -3.845], [3.809, -1.569, 3.249], [3.129, -2.117, 2.185], [2.072, -1.011, 1.800], [2.391, -3.205, 2.475], [3.907, -2.206, 1.051]], "forces_ev_per_a": [[1.9, 0.1, -0.8], [0.0, -0.2, 0.0], [0.1, 0.0, 0.1], [-0.1, 0.3, 0.3], [0.1, -0.3, 0.0], [-0.1, 0.2, 0.0], [-0.3, 0.3, -0.1], [0.2, -0.3, -0.1], [-0.2, 0.2, 0.0], [0.4, 0.1, 0.0], [-0.3, -0.3, -0.2], [0.2, 0.2, 0.4], [0.0, 0.0, 0.0], [0.0, -0.1, 0.0], [0.0, 0.0, 0.0], [-0.1, -0.1, 0.0], [0.0, -0.1, 0.1], [0.0, 0.0, 0.0], [0.0, 0.0, -0.1], [0.0, -0.1, 0.0], [0.3, 0.3, 0.2], [-0.1, 0.0, 0.0], [-1.0, 0.2, 0.6], [2.0, 0.0, -0.2], [-2.6, -0.2, 1.5], [-0.7, -0.4, -1.4], [0.7, -0.3, -0.5], [-0.2, 0.2, 0.2], [0.1, 0.0, -0.1], [0.0, 0.0, 0.1], [0.0, 0.0, 0.0], [-0.1, 0.0, 0.0], [0.1, -0.1, -0.2], [-0.1, -0.1, 0.2], [0.0, 0.1, 0.0], [0.0, 0.0, 0.0], [0.0, 0.0, 0.0], [0.0, 0.0, 0.1], [0.0, 0.1, -0.1], [-0.1, -0.1, 0.0], [-0.1, 0.0, 0.0], [0.0, 0.0, -0.1], [0.1, -0.1, 0.1], [0.0, 0.0, 0.0], [0.0, 0.0, 0.0], [0.0, 0.0, 0.0], [0.0, 0.0, 0.0], [0.0, 0.0, 0.0], [0.0, 0.0, 0.0], [0.1, 0.0, 0.0], [0.0, 0.0, 0.0], [0.0, 0.0, 0.0], [0.0, 0.0, 0.0], [0.0, 0.0, 0.0], [0.0, 0.0, 0.0], [0.0, 0.0, 0.0], [0.0, 0.0, 0.0], [0.0, 0.0, 0.0], [0.0, 0.0, 0.0], [0.0, 0.0, 0.0], [0.0, 0.0, 0.0], [0.0, 0.0, 0.0], [0.0, 0.0, 0.1], [0.0, 0.0, 0.0], [0.0, 0.0, 0.0], [0.0, 0.0, 0.0], [0.1, 0.0, -0.1], [0.0, 0.4, 0.2], [-0.5, -0.2, 0.0], [-0.1, -0.1, 0.0], [0.1, 0.0, -0.1]], "lowdin_spin": [0.849, 0.005, 0.008, 0.013, 0.006, 0.000, 0.000, 0.001, -0.003, 0.001, -0.002, 0.001, 0.000, 0.000, 0.000, 0.000, 0.000, 0.001, 0.004, 0.000, 0.003, 0.002, 0.000, 0.078, -0.062, 0.008, 0.045, 0.001, 0.003, 0.000, 0.000, 0.000, 0.001, 0.006, 0.002, 0.000, 0.001, 0.000, 0.002, 0.003, 0.002, 0.001, -0.001, 0.000, 0.000, 0.000, 0.000, 0.000, 0.001, 0.000, 0.003, 0.000, 0.000, 0.000, 0.000, 0.000, 0.000, 0.000, 0.000, 0.000, 0.002, 0.000, 0.001, 0.000, 0.000, 0.000, 0.000, 0.002, 0.012, 0.000, 0.000], "e_above_lowest_kcal_mol": 59.4, "s_squared": 0.77, "spin_multiplicity": 2, "charge": 1}

---

Entry 2:
{"formula": "C29H28BrN6O4SZr", "method": "the ωB97M-V functional and the def2-TZVPD basis", "symbols": ["Zr", "C", "N", "C", "C", "C", "C", "C", "C", "N", "C", "C", "C", "C", "C", "C", "N", "C", "C", "C", "C", "C", "N", "H", "H", "H", "H", "H", "H", "H", "H", "H", "H", "H", "H", "H", "H", "H", "H", "H", "H", "O", "C", "C", "C", "N", "C", "Br", "C", "H", "H", "H", "H", "N", "C", "C", "C", "C", "C", "C", "S", "O", "O", "O", "H", "H", "H", "H", "H", "H"], "positions_angstrom": [[-0.509, -0.216, -0.657], [1.896, -1.185, -2.353], [1.570, 0.018, -1.530], [1.580, 1.239, -2.374], [0.414, 1.205, -3.317], [0.476, 1.848, -4.533], [-0.618, 1.795, -5.384], [-1.734, 1.075, -4.980], [-1.721, 0.450, -3.757], [-0.671, 0.503, -2.905], [2.547, 0.167, -0.416], [2.001, 1.100, 0.629], [2.834, 1.865, 1.408], [2.283, 2.635, 2.427], [0.904, 2.622, 2.613], [0.129, 1.868, 1.771], [0.650, 1.113, 0.775], [1.368, -2.434, -1.699], [1.958, -3.656, -1.917], [1.439, -4.784, -1.292], [0.343, -4.643, -0.447], [-0.211, -3.400, -0.285], [0.273, -2.292, -0.904], [2.974, -1.264, -2.497], [1.441, -1.088, -3.337], [2.510, 1.315, -2.939], [1.520, 2.120, -1.733], [1.376, 2.378, -4.818], [-0.592, 2.287, -6.349], [-2.607, 0.985, -5.614], [-2.575, -0.136, -3.460], [3.504, 0.533, -0.790], [2.724, -0.809, 0.040], [3.905, 1.833, 1.252], [2.919, 3.234, 3.069], [0.441, 3.191, 3.408], [-0.944, 1.841, 1.900], [2.820, -3.728, -2.568], [1.892, -5.756, -1.451], [-0.075, -5.489, 0.084], [-1.056, -3.270, 0.374], [-6.024, 2.719, -0.255], [-4.806, 2.280, -0.377], [-3.639, 3.053, -0.223], [-2.420, 2.457, -0.380], [-2.264, 1.135, -0.649], [-3.402, 0.438, -0.826], [-3.101, -1.411, -1.302], [-4.663, 0.913, -0.710], [-6.102, 3.658, -0.018], [-3.696, 4.108, 0.017], [-1.511, 3.040, -0.304], [-5.544, 0.301, -0.865], [-1.586, -0.821, 1.367], [-0.591, -1.059, 2.438], [0.704, -1.342, 2.037], [1.714, -1.439, 2.971], [1.404, -1.239, 4.303], [0.088, -1.013, 4.719], [-0.929, -0.943, 3.776], [2.781, -0.940, 5.458], [3.916, -1.529, 4.784], [2.365, -1.537, 6.696], [2.732, 0.517, 5.407], [-2.223, -0.092, 1.683], [-2.203, -1.626, 1.282], [0.937, -1.457, 0.981], [2.748, -1.638, 2.702], [-0.109, -0.865, 5.774], [-1.956, -0.742, 4.075]], "forces_ev_per_a": [[0.4, 0.3, 0.7], [-0.1, -0.2, 0.1], [0.2, -0.1, 0.0], [-0.1, 0.0, -0.1], [0.0, -0.2, 0.1], [0.0, 0.1, -0.2], [0.0, 0.0, 0.0], [0.0, 0.1, -0.1], [0.0, -0.1, 0.1], [0.3, 0.1, 0.0], [0.0, 0.2, 0.3], [-0.1, 0.1, -0.3], [0.0, 0.0, 0.2], [0.1, 0.0, 0.1], [0.1, 0.0, 0.1], [0.0, -0.1, -0.1], [-0.1, 0.3, -0.7], [-0.1, 0.2, 0.1], [0.1, -0.2, 0.0], [0.0, 0.0, 0.0], [0.0, -0.2, 0.0], [0.0, 0.2, -0.1], [-0.1, -0.5, -0.5], [0.1, 0.1, 0.0], [0.0, 0.1, -0.1], [0.1, -0.1, 0.1], [0.1, 0.0, 0.1], [0.0, 0.0, 0.0], [0.0, 0.0, 0.0], [0.0, 0.0, 0.0], [0.0, 0.0, 0.1], [0.0, 0.0, -0.1], [0.0, -0.1, 0.0], [0.0, 0.0, 0.0], [0.0, -0.1, 0.0], [0.0, 0.0, 0.0], [0.0, 0.0, 0.0], [0.0, 0.0, 0.1], [0.0, 0.0, 0.0], [0.0, 0.0, 0.0], [0.0, 0.0, 0.0], [-0.2, 0.1, 0.0], [0.2, -0.1, 0.0], [-0.1, 0.1, 0.0], [0.2, -0.1, 0.0], [-0.8, 0.2, 0.0], [0.1, -0.2, 0.0], [-0.1, 0.3, 0.1], [-0.3, 0.0, 0.0], [0.0, 0.0, 0.0], [0.0, 0.0, -0.1], [0.0, 0.0, 0.1], [0.1, 0.0, 0.0], [0.3, -0.1, 0.1], [0.0, -0.3, -0.1], [-0.3, -0.1, 0.1], [0.1, -0.1, -0.2], [0.1, 0.3, 0.5], [0.1, -0.1, -0.2], [0.0, 0.3, 0.0], [0.0, -0.1, 0.1], [-0.1, 0.0, -0.1], [-0.1, 0.1, -0.1], [0.0, 0.1, -0.2], [0.0, 0.1, 0.0], [0.0, -0.2, 0.0], [0.1, -0.1, 0.2], [0.0, 0.0, 0.1], [0.0, -0.1, 0.0], [0.1, 0.0, 0.0]], "mulliken_charge": [0.125, -0.691, 0.565, -0.797, 0.452, -1.080, -0.480, -0.954, -0.409, 0.546, -1.162, 0.667, -1.327, -0.515, -1.057, -0.388, 1.439, 0.308, -1.253, -0.458, -1.063, 0.061, 0.533, 0.664, 0.503, 0.675, 0.468, 0.570, 0.486, 0.491, 0.491, 0.723, 0.491, 0.586, 0.509, 0.500, 0.450, 0.570, 0.481, 0.518, 0.382, -0.443, 0.745, -0.816, -0.835, 0.385, 0.184, 0.088, -0.552, 0.362, 0.411, 0.644, 0.560, -0.138, -0.315, 0.539, -1.225, -0.393, -0.770, -0.974, 1.275, -0.684, -0.623, -0.612, 0.497, 0.459, 0.955, 0.666, 0.492, 0.502], "e_above_lowest_kcal_mol": 2.1, "spin_multiplicity": 1, "charge": 3}

---

Entry 3:
{"formula": "C29H28CaN3O7", "method": "the ωB97M-V functional and the def2-TZVPD basis", "symbols": ["C", "C", "C", "H", "C", "C", "H", "C", "C", "C", "H", "C", "C", "H", "H", "H", "H", "H", "H", "Ca", "C", "C", "C", "H", "H", "H", "H", "H", "H", "C", "C", "H", "H", "O", "N", "C", "H", "C", "C", "H", "C", "H", "C", "H", "C", "H", "C", "H", "H", "H", "O", "C", "O", "C", "C", "C", "C", "C", "C", "N", "O", "O", "N", "O", "O", "H", "H", "H"], "positions_angstrom": [[2.461, 0.312, 0.843], [2.377, -0.492, -0.321], [1.919, 0.322, -1.384], [2.680, -1.536, -0.409], [1.692, 1.632, -0.868], [2.048, 1.630, 0.510], [1.428, 2.506, -1.454], [-1.650, -2.284, 1.488], [-0.403, -2.765, 0.995], [-0.383, -2.585, -0.413], [0.390, -3.220, 1.582], [-1.617, -2.009, -0.804], [-2.394, -1.810, 0.380], [1.856, 0.024, -2.430], [2.078, 2.502, 1.166], [2.886, -0.004, 1.795], [-3.409, -1.401, 0.405], [0.422, -2.871, -1.096], [-1.999, -2.331, 2.525], [-0.561, 0.359, 0.502], [-1.979, -1.491, -2.178], [-3.495, -1.630, -2.380], [-1.237, -2.223, -3.299], [-3.805, -2.658, -2.143], [-3.759, -1.432, -3.425], [-4.058, -0.934, -1.747], [-1.387, -3.311, -3.221], [-0.157, -2.025, -3.303], [-1.638, -1.896, -4.266], [-1.502, -0.008, -2.118], [-2.162, 0.993, -3.054], [-0.394, 0.011, -2.213], [-1.845, 0.440, -1.152], [-3.271, 1.412, -2.721], [-1.423, 1.423, -4.160], [-0.282, 2.330, -3.885], [-2.043, 1.828, -4.855], [1.030, 1.786, -4.390], [2.208, 2.513, -4.158], [2.139, 3.496, -3.675], [3.441, 1.971, -4.522], [4.356, 2.515, -4.284], [3.500, 0.731, -5.177], [4.467, 0.314, -5.468], [2.314, 0.050, -5.482], [2.341, -0.897, -6.020], [1.072, 0.579, -5.096], [0.130, 0.073, -5.330], [-0.202, 2.528, -2.803], [-0.476, 3.312, -4.354], [-1.082, 1.174, 2.568], [-0.242, 0.351, 3.096], [0.474, -0.438, 2.381], [-0.136, 0.295, 4.587], [0.694, -0.635, 5.221], [0.732, -0.694, 6.633], [-0.027, 0.175, 7.416], [-0.837, 1.115, 6.768], [-0.899, 1.181, 5.368], [-1.620, 2.019, 7.568], [-1.542, 1.922, 8.811], [-2.339, 2.862, 6.992], [1.558, -1.670, 7.291], [2.231, -2.455, 6.591], [1.559, -1.700, 8.542], [1.301, -1.317, 4.641], [0.007, 0.127, 8.500], [-1.537, 1.914, 4.890]], "forces_ev_per_a": [[0.5, 0.3, -0.5], [0.1, 0.5, 0.1], [-0.1, 0.2, 0.3], [-0.2, 0.3, 0.1], [-0.1, -0.3, -0.1], [0.0, -0.4, 0.1], [0.1, 0.0, 0.1], [0.5, -0.3, -0.3], [-0.7, 0.0, -0.2], [-0.3, 0.0, 0.2], [-0.1, 0.2, -0.1], [0.3, -0.1, 0.6], [0.0, 0.3, -0.3], [-0.1, 0.1, 0.3], [-0.1, -0.3, -0.2], [-0.4, 0.1, -0.3], [0.3, -0.2, 0.1], [-0.2, 0.2, 0.3], [0.2, 0.1, -0.4], [1.8, -1.6, 0.0], [0.0, 0.0, 0.5], [0.0, 0.0, -0.2], [-0.1, -0.1, -0.2], [0.1, 0.3, 0.0], [-0.1, 0.1, 0.1], [0.1, -0.2, -0.2], [0.0, 0.3, 0.0], [-0.2, 0.0, 0.1], [0.1, 0.0, 0.0], [0.0, 1.0, -0.4], [-0.7, 0.2, 1.4], [-0.6, 0.0, 0.2], [-0.1, -0.6, -1.0], [1.0, -0.3, -1.4], [-0.6, 0.5, -0.4], [-0.1, -0.1, 0.0], [0.0, 0.1, 0.3], [0.3, -0.1, -0.4], [-0.1, -0.4, -0.1], [0.1, -0.5, -0.1], [-0.3, -0.1, -0.1], [-0.2, -0.2, -0.1], [-0.3, 0.1, 0.0], [-0.3, 0.1, 0.1], [-0.1, 0.4, 0.1], [0.1, 0.2, 0.1], [0.5, 0.1, 0.1], [0.5, 0.1, 0.2], [-0.1, -0.2, -0.3], [-0.1, -0.4, 0.2], [0.7, -0.5, 1.0], [0.5, -0.8, -2.3], [-1.4, 1.5, 2.7], [-0.1, 0.2, 1.1], [-0.1, 0.0, 0.7], [-1.0, 1.2, -1.1], [-0.1, 0.1, -0.2], [0.9, -1.1, -1.0], [0.1, -0.2, 0.3], [-1.5, 1.8, 1.5], [-0.1, 0.1, -2.2], [1.4, -1.6, 0.9], [1.7, -2.1, 1.2], [-1.3, 1.6, 1.2], [-0.1, 0.2, -2.2], [-0.1, 0.1, -0.1], [0.0, 0.0, -0.3], [0.1, -0.1, 0.0]], "mulliken_charge": [0.026, -1.175, 0.467, 0.358, -0.237, -1.385, 0.264, -0.577, -0.698, -0.336, 0.401, -0.559, -1.248, 0.452, 0.365, 0.279, 0.190, 0.358, 0.479, 1.048, 3.650, -1.955, -1.996, 0.423, 0.428, 0.383, 0.414, 0.234, 0.453, 2.006, -1.236, -0.688, -0.638, -0.670, 0.056, -0.893, 0.322, 0.699, -0.214, 0.313, -0.535, 0.367, -0.500, 0.358, -0.520, 0.379, -0.298, 0.384, -0.005, 0.538, -1.234, 0.933, -0.553, 0.162, -0.495, -0.274, -0.140, -0.266, -0.359, 0.999, -0.609, -0.598, 1.007, -0.597, -0.610, 0.676, 0.590, 0.642], "e_above_lowest_kcal_mol": 0.0, "spin_multiplicity": 1, "charge": -1}

---

It is found that the E values, taken in the order of the records, are -63191.297; -129791.795; -67766.843 eV.
It is found that the M values, taken in the order of the records, are 883.21; 727.78; 570.63 g/mol.